No. 1
C7H8BClO2 | the ωB97M-V functional and the def2-TZVPD basis

Cartesian coordinates (Å):
1 Cl 3.005 1.018 -0.033
2 O 1.829 -1.083 -3.321
3 O -0.372 -1.314 -2.318
4 C -0.305 -0.596 2.317
5 C -1.915 0.850 1.324
6 C -1.601 -0.143 2.220
7 C 0.410 0.755 0.454
8 C 0.665 -0.262 1.388
9 C -0.925 1.285 0.464
10 C 1.434 1.307 -0.412
11 B 0.807 -0.717 -2.535
12 H 1.737 -1.910 -3.839
13 H 1.219 2.141 -0.944
14 H -1.174 1.822 -0.380
15 H -2.948 1.145 1.316
16 H 1.600 -0.796 1.409
17 H -2.409 -0.298 3.028
18 H -0.035 -1.505 2.782
19 H -1.023 -1.700 -2.922

Results
LUMO level (alpha / beta) (eV): -0.33 / -0.34
Relative energy (zero: lowest compared OMol25 entry of this formula, charge and spin) (eV): 3.793
Highest occupied orbital energy (alpha / beta) (eV): -7.1 / -7.3
Energy (eV): -24680.7364
Net charge: 0

=====

No. 2
C4H7NOS | the ωB97M-V functional and the def2-TZVPD basis

Cartesian coordinates (Å):
1 S -1.719 -0.043 0.396
2 O -2.231 1.272 0.482
3 N -1.835 -0.953 1.592
4 C -1.714 -0.850 -1.039
5 C 0.388 1.438 0.902
6 C 1.679 0.035 -0.847
7 C 1.053 0.804 0.156
8 H 2.483 -0.694 -0.374
9 H -1.396 -1.910 -1.113
10 H -0.127 1.964 1.713
11 H -1.296 -0.249 -1.771
12 H -2.452 -0.827 2.398
13 H 2.302 0.752 -1.451
14 H 0.882 -0.531 -1.379

Results
LUMO level (eV): -0.15
SMILES: C=S(=N)=O.C#CC
Relative energy (zero: lowest compared OMol25 entry of this formula, charge and spin) (eV): 6.147
Highest occupied orbital energy (eV): -9.3
Energy (eV): -18628.4025
Net charge: 0

=====

No. 3
C49H41BrClN5O3SSrTe | the ωB97M-V functional and the def2-TZVPD basis

Cartesian coordinates (Å):
1 Te -1.418 -0.388 3.220
2 Sr -0.004 0.577 0.932
3 Br -0.938 -2.236 -1.479
4 Cl 6.645 -3.741 2.579
5 S 3.933 2.709 -1.931
6 O 2.021 -1.494 -0.231
7 O -0.593 2.878 1.056
8 O 1.037 -0.881 2.241
9 N -1.863 1.162 1.884
10 N -1.448 1.562 -1.655
11 N 0.549 0.073 -2.793
12 N -0.855 -3.053 1.111
13 N 1.755 1.526 -0.544
14 C 3.061 -2.008 1.865
15 C 4.219 -2.335 -0.280
16 C -3.760 -1.268 4.990
17 C -1.592 4.591 3.156
18 C 2.320 0.194 6.454
19 C -1.895 1.964 5.840
20 C -2.954 -0.120 4.825
21 C 0.212 1.235 -3.375
22 C -2.215 5.438 4.062
23 C 1.335 -0.730 6.754
24 C 0.129 -0.066 4.784
25 C -4.081 -0.735 7.334
26 C -4.647 -1.094 8.683
27 C -0.226 -6.186 3.101
28 C -0.658 -3.915 2.107
29 C -1.360 3.124 -3.487
30 C 2.658 2.023 -1.088
31 C -4.306 -1.554 6.232
32 C 1.997 1.032 -4.962
33 C -2.220 3.419 2.740
34 C 1.596 -0.573 -3.248
35 C 5.271 -2.870 0.372
36 C -3.485 5.133 4.534
37 C 0.380 2.918 -5.160
38 C -2.461 3.807 -2.949
39 C -0.900 1.987 -2.811
40 C -0.699 3.567 -4.688
41 C 0.233 -0.866 5.912
42 C 0.919 1.708 3.221
43 C 2.032 -1.510 2.668
44 C -0.638 -4.858 -0.433
45 C -2.499 2.202 -1.193
46 C 2.221 0.989 5.315
47 C -0.472 -5.740 0.614
48 C -3.050 3.338 -1.806
49 C 4.192 -2.593 2.511
50 C -2.727 0.712 5.929
51 C -1.494 2.458 1.845
52 C -4.057 -2.205 3.841
53 C -0.456 -5.276 1.928
54 C -0.811 -3.509 -0.121
55 C 3.001 -1.893 0.409
56 C -4.122 3.974 4.109
57 C -3.488 3.113 3.226
58 C 1.128 0.875 4.470
59 C -3.313 0.401 7.155
60 C 2.380 -0.113 -4.318
61 C 5.251 -3.018 1.795
62 C 0.872 1.733 -4.503
63 H -3.902 3.835 -1.361
64 H -2.925 1.824 -0.269
65 H 3.179 0.298 7.106
66 H 0.837 -6.247 3.344
67 H -4.581 -0.252 9.373
68 H -1.097 1.958 6.584
69 H 3.262 -0.660 -4.621
70 H -4.915 -2.447 6.345
71 H -3.136 1.064 7.996
72 H -4.039 -1.688 2.882
73 H -0.659 -3.490 3.108
74 H -5.045 -2.649 3.967
75 H 6.151 -3.197 -0.169
76 H -1.085 4.446 -5.191
77 H 3.003 1.701 5.079
78 H 1.814 1.959 2.655
79 H -3.330 -3.019 3.787
80 H -1.442 2.079 4.857
81 H 4.189 -2.674 3.593
82 H -4.099 -1.930 9.122
83 H 0.412 2.631 3.510
84 H 2.557 1.416 -5.807
85 H -3.950 2.186 2.912
86 H -0.625 -5.181 -1.463
87 H -0.541 -1.592 6.134
88 H 4.234 -2.203 -1.355
89 H -5.693 -1.393 8.605
90 H -0.609 4.816 2.758
91 H -1.709 6.333 4.402
92 H -0.346 -6.799 0.413
93 H -0.575 -7.197 2.887
94 H -3.975 5.795 5.237
95 H 1.427 -1.353 7.635
96 H 2.118 -1.662 3.758
97 H -2.520 2.844 6.006
98 H -0.748 -5.826 3.987
99 H 1.835 -1.495 -2.729
100 H 0.186 1.104 2.702
101 H -5.110 3.731 4.481
102 H 0.891 3.264 -6.050
103 H -2.828 4.701 -3.442

Results
Multiplicity: 2
LUMO level (alpha / beta) (eV): 1.89 / 1.88
Relative energy (zero: lowest compared OMol25 entry of this formula, charge and spin) (eV): 5.943
Highest occupied orbital energy (alpha / beta) (eV): -3.5 / -4.4
Energy (eV): -166601.6077
Net charge: -1
⟨S²⟩: 0.76

=====

No. 4
C5H13N2 | the ωB97M-V functional and the def2-TZVPD basis

Cartesian coordinates (Å):
1 N -1.927 0.789 0.245
2 N 0.200 1.043 1.776
3 C -2.251 -0.944 -1.463
4 C 2.731 -0.420 -0.736
5 C 1.649 -0.299 0.288
6 C -2.298 -0.441 -0.027
7 C 1.192 0.936 0.739
8 H -1.869 1.418 -0.634
9 H 2.908 0.339 -1.422
10 H 0.252 0.372 2.631
11 H 3.682 -0.799 -0.174
12 H 2.475 -1.344 -1.261
13 H 1.287 1.765 0.100
14 H -1.873 -0.103 -1.978
15 H -1.642 -1.799 -1.365
16 H -0.768 0.976 1.249
17 H 1.696 -1.015 1.066
18 H 0.286 2.051 2.143
19 H -3.186 -1.358 -1.896
20 H -2.544 -1.166 0.720

Results
LUMO level (eV): -3.00
Relative energy (zero: lowest compared OMol25 entry of this formula, charge and spin) (eV): 3.413
Highest occupied orbital energy (eV): -13.6
Energy (eV): -8367.3973
Net charge: +1

=====

No. 5
C6H9NO | the ωB97M-V functional and the def2-TZVPD basis

Cartesian coordinates (Å):
1 O -0.615 -1.270 -2.244
2 N -0.273 1.501 1.167
3 C 1.391 0.931 0.053
4 C -0.362 -0.525 0.051
5 C 0.854 0.652 1.472
6 C 0.300 -0.758 1.212
7 C -1.183 -1.352 -0.875
8 C 0.023 1.010 -0.287
9 H -0.872 -2.409 -0.718
10 H 2.085 1.800 -0.132
11 H -2.191 -0.990 -0.873
12 H -1.115 1.082 1.506
13 H -0.672 -0.340 -2.510
14 H 1.493 0.755 2.357
15 H -0.335 1.589 -1.192
16 H 0.274 -1.609 1.886
17 H 2.021 0.032 -0.307

Results
LUMO level (eV): 0.88
Relative energy (zero: lowest compared OMol25 entry of this formula, charge and spin) (eV): 4.110
Highest occupied orbital energy (eV): -8.5
Energy (eV): -9901.4941
Net charge: 0